*one*
Density functional theory data (wB97M-V/def2-TZVPD) for 11 unconnected molecules or ions with the total composition H22O11.

Each line ends with the Löwdin charge.
CARTESIAN COORDINATES (ANGSTROEM)
O 0.354 -1.158 2.975  -0.02
H 0.558 -1.172 3.887  0.04
H 0.012 -0.273 2.826  0.04
O 2.038 1.492 0.541  -0.02
H 1.790 1.874 1.378  -0.01
H 2.287 2.141 -0.059  0.04
O -0.294 -0.034 0.266  0.00
H -0.200 -0.171 -0.642  0.01
H 0.392 0.555 0.468  0.01
O -1.348 -2.342 -1.412  -0.02
H -1.927 -3.118 -1.300  0.10
H -0.804 -2.465 -2.181  0.06
O 2.831 -0.407 2.429  -0.06
H 2.649 0.159 1.723  -0.07
H 2.129 -1.074 2.352  0.00
O -1.843 0.849 -3.632  -0.08
H -0.966 0.855 -3.225  -0.03
H -1.790 1.646 -4.242  0.08
O -2.690 0.288 0.985  -0.11
H -1.788 0.245 0.573  -0.04
H -3.289 0.357 0.246  -0.01
O -3.347 -0.706 -1.548  -0.10
H -2.497 -1.160 -1.330  -0.02
H -3.020 -0.199 -2.323  0.01
O 0.574 0.564 -2.620  -0.01
H 0.977 1.132 -3.247  0.05
H 1.120 -0.214 -2.782  0.09
O 1.318 2.536 2.867  -0.02
H 0.401 2.246 2.943  0.07
H 1.579 2.388 3.777  0.07
O 1.617 -1.990 0.102  -0.03
H 2.308 -1.432 -0.136  -0.01
H 0.870 -1.413 0.341  -0.01

Values from the calculation:
Frontier orbital gap   9.08 eV
HOMO level   -9.5254 eV

=====

*two*
Density functional theory data (wB97M-V/def2-TZVPD) for 11 unconnected molecules or ions with the total composition H22O11.

Each line ends with the Löwdin charge.
CARTESIAN COORDINATES (ANGSTROEM)
O 2.318 0.544 -2.020  -0.07
H 2.148 1.491 -2.076  0.02
H 1.748 0.240 -1.295  -0.02
O -2.146 -0.851 1.096  -0.05
H -1.536 -0.963 1.851  0.01
H -3.014 -0.694 1.484  0.07
O 0.027 2.239 -2.586  -0.07
H -0.117 1.284 -2.686  0.02
H -0.744 2.637 -3.005  0.05
O -1.804 0.095 -3.309  -0.06
H -1.541 -0.382 -4.103  0.05
H -1.977 -0.599 -2.645  0.01
O -0.044 -0.843 2.987  -0.05
H 0.471 -0.407 3.682  0.07
H 0.040 -1.787 3.175  0.08
O 0.429 0.017 -0.018  -0.03
H -0.024 -0.701 -0.481  0.03
H 0.346 -0.200 0.918  0.01
O -1.890 -2.118 -1.372  -0.06
H -2.001 -1.846 -0.436  0.01
H -2.603 -2.743 -1.542  0.06
O 3.130 0.306 3.144  -0.05
H 2.539 0.044 2.428  0.02
H 3.641 -0.486 3.343  0.04
O 0.181 3.138 0.010  -0.07
H -0.267 3.939 -0.277  0.05
H -0.073 2.466 -0.649  0.01
O 1.504 -3.054 -0.928  -0.05
H 0.722 -3.509 -0.597  0.02
H 2.092 -3.758 -1.222  0.04
O -0.438 2.415 2.674  -0.07
H -0.719 1.499 2.744  -0.01
H -0.398 2.585 1.710  0.00

Values from the calculation:
Frontier orbital gap   9.72 eV
HOMO level   -10.0647 eV

=====

Which is most stable, and by how much? *two*, by 27.9 kcal/mol.